Entry 1:
The following is a DFT calculation (ωB97M-V/def2-TZVPD) of a single C4H8N2O molecule.

Structure (XYZ):
```
15
C4H8N2O ωB97M-V/def2-TZVPD
N -1.000 0.703 -1.320
C -1.646 0.077 -0.294
O -2.860 0.076 -0.207
C -0.827 -0.631 0.791
N 0.609 -0.536 0.943
C 1.383 0.655 0.705
C 1.592 -0.586 -0.104
H -1.591 1.057 -2.057
H -0.031 0.548 -1.532
H -1.264 -0.282 1.731
H -1.089 -1.693 0.715
H 0.916 1.505 0.208
H 2.076 0.931 1.498
H 1.296 -0.575 -1.154
H 2.435 -1.249 0.077
```

Energy above the lowest of the compared OMol25 structures with the same formula, charge and spin ... 47.3 kcal/mol
LUMO ... 0.9 eV
Kohn-Sham gap ... 10.004 eV
DFT total energy ... -341.92830 Ha
SMILES ... NC(=O)CN1CC1

***

Entry 2:
The following is a DFT calculation (ωB97M-V/def2-TZVPD) of 2 unconnected molecules or ions with the total composition C2H5NO.

Structure (XYZ):
```
9
C2H5NO ωB97M-V/def2-TZVPD
C 0.331 -1.046 0.415
C -1.282 0.794 0.810
O -2.134 1.480 1.244
N -0.395 0.187 0.272
H 0.850 -1.084 1.378
H 1.074 -1.113 -0.383
H -0.340 -1.907 0.337
H 1.123 1.453 -2.347
H 0.772 1.237 -1.726
```

Energy above the lowest of the compared OMol25 structures with the same formula, charge and spin ... 37.5 kcal/mol
LUMO ... 0.7 eV
Kohn-Sham gap ... 11.193 eV
DFT total energy ... -209.16254 Ha
SMILES ... CN=C=O.[H][H]

***

Entry 3:
The following is a DFT calculation (ωB97M-V/def2-TZVPD) of 8 unconnected molecules or ions with the total composition C39H94F6N7O5P in a non-equilibrium geometry.

Structure (XYZ):
```
152
C39H94F6N7O5P ωB97M-V/def2-TZVPD
C 1.689 -22.221 -20.616
C 2.360 -22.798 -21.831
O 2.003 -22.509 -22.990
N 3.615 -23.621 -21.628
H 4.167 -23.669 -22.473
H 4.226 -23.174 -20.959
C 3.263 -25.040 -21.134
H 2.224 -22.259 -19.668
H 0.723 -22.720 -20.538
H 1.428 -21.188 -20.846
H 2.796 -25.502 -22.004
H 2.560 -24.911 -20.311
H 4.148 -25.568 -20.778
C 5.947 -23.341 -14.018
C 7.346 -22.903 -13.629
O 7.560 -22.571 -12.476
N 8.293 -22.572 -14.836
H 9.098 -23.179 -14.900
H 7.843 -22.669 -15.735
C 8.724 -21.135 -14.597
H 5.892 -24.336 -14.459
H 5.418 -22.705 -14.727
H 5.412 -23.362 -13.068
H 9.448 -21.138 -13.782
H 7.841 -20.531 -14.386
H 9.188 -20.688 -15.476
C 3.561 -16.618 -21.273
C 4.996 -17.036 -21.064
O 5.761 -17.313 -21.949
N 5.563 -17.020 -19.616
H 4.818 -16.887 -18.947
H 5.909 -17.943 -19.394
C 6.757 -16.065 -19.412
H 3.009 -17.206 -20.540
H 3.077 -16.896 -22.209
H 3.466 -15.540 -21.142
H 6.462 -15.027 -19.564
H 7.472 -16.395 -20.165
H 7.058 -16.289 -18.388
C 7.428 -18.439 -7.626
C 7.973 -18.025 -9.020
O 8.676 -18.769 -9.702
N 7.537 -16.666 -9.590
H 7.444 -15.917 -8.918
H 8.249 -16.277 -10.192
C 6.233 -16.809 -10.377
H 6.789 -19.321 -7.659
H 6.836 -17.637 -7.185
H 8.223 -18.488 -6.883
H 6.559 -17.352 -11.264
H 5.892 -15.797 -10.596
H 5.374 -17.286 -9.905
C 0.503 -22.765 -12.726
N -0.773 -22.525 -11.846
C -1.270 -21.062 -12.000
C -1.898 -23.378 -12.294
C -0.483 -22.686 -10.316
C -0.407 -24.101 -9.799
O 0.762 -24.715 -10.384
H 1.251 -22.077 -12.331
H 0.141 -22.588 -13.739
H 0.866 -23.791 -12.657
H -0.617 -20.339 -11.512
H -2.190 -20.938 -11.429
H -1.563 -20.827 -13.023
H -2.595 -23.238 -11.467
H -1.556 -24.411 -12.356
H -2.410 -23.105 -13.217
H -1.187 -22.156 -9.675
H 0.370 -22.069 -10.034
H -1.386 -24.536 -10.004
H -0.439 -24.148 -8.711
H 0.732 -25.662 -10.233
C 1.507 -6.324 -12.416
C 0.961 -7.727 -12.140
C 1.955 -8.888 -12.350
C 2.192 -9.225 -13.843
N 3.053 -10.537 -14.123
C 3.278 -10.964 -15.580
C 4.607 -11.802 -15.573
C 5.401 -11.247 -14.322
C 4.545 -10.146 -13.873
C 2.577 -11.842 -13.370
C 1.194 -12.312 -13.721
C 0.638 -13.429 -12.832
H 2.499 -6.211 -11.981
H 0.907 -5.574 -11.901
H 1.583 -6.059 -13.471
H -0.030 -7.810 -12.586
H 0.761 -7.772 -11.069
H 1.633 -9.778 -11.810
H 2.924 -8.683 -11.895
H 2.705 -8.383 -14.308
H 1.287 -9.390 -14.427
H 2.392 -11.438 -16.004
H 3.375 -10.027 -16.128
H 4.393 -12.857 -15.406
H 5.200 -11.642 -16.474
H 5.462 -12.082 -13.625
H 6.405 -10.870 -14.518
H 4.659 -9.887 -12.820
H 4.832 -9.226 -14.382
H 2.669 -11.594 -12.313
H 3.310 -12.645 -13.450
H 1.216 -12.867 -14.659
H 0.451 -11.525 -13.849
H 1.419 -13.829 -12.186
H 0.218 -14.216 -13.458
H -0.103 -12.976 -12.174
C -2.827 -18.893 -18.286
C -3.346 -20.336 -18.067
C -4.059 -21.040 -19.258
C -4.681 -22.426 -18.951
N -5.334 -23.208 -20.127
C -5.951 -24.571 -19.639
C -5.380 -25.760 -20.345
C -4.677 -25.210 -21.567
C -4.196 -23.829 -21.059
C -6.348 -22.343 -20.921
C -7.411 -21.708 -20.083
C -8.717 -21.331 -20.875
H -3.708 -18.274 -18.460
H -2.098 -18.750 -19.083
H -2.302 -18.623 -17.370
H -4.088 -20.357 -17.269
H -2.515 -20.991 -17.809
H -3.327 -21.154 -20.058
H -4.900 -20.401 -19.526
H -5.368 -22.334 -18.111
H -3.917 -23.090 -18.546
H -7.028 -24.505 -19.793
H -5.771 -24.707 -18.572
H -6.155 -26.486 -20.591
H -4.618 -26.214 -19.712
H -5.287 -25.055 -22.457
H -3.773 -25.790 -21.753
H -3.884 -23.059 -21.765
H -3.339 -24.022 -20.413
H -6.811 -23.072 -21.585
H -5.756 -21.720 -21.591
H -6.963 -20.802 -19.675
H -7.738 -22.405 -19.312
H -8.381 -20.837 -21.787
H -9.416 -20.769 -20.256
H -9.234 -22.248 -21.156
P 3.298 -18.249 -15.020
F 4.802 -18.366 -15.478
F 2.996 -17.619 -16.543
F 2.885 -19.656 -15.778
F 1.723 -18.283 -14.680
F 3.643 -18.971 -13.605
F 3.467 -16.759 -14.372
```

LUMO ... -11.3 eV
Total charge ... +6
Kohn-Sham gap ... 8.176 eV
DFT total energy ... -3240.26794 Ha

***

Entry 4:
The following is a DFT calculation (ωB97M-V/def2-TZVPD) of a molecular structure, C26H29AsClF6IrN3O4S6.

Structure (XYZ):
```
77
C26H29AsClF6IrN3O4S6 ωB97M-V/def2-TZVPD
Ir 2.984 -1.054 0.237
S 8.443 -0.335 4.724
C 7.209 -0.280 3.683
S 5.553 -0.079 4.168
C 4.827 -0.152 2.608
C 5.726 -0.342 1.535
S 5.302 -0.376 -0.102
S 7.385 -0.502 1.970
S 3.148 0.041 2.463
C -5.187 0.649 -1.816
C -4.430 1.705 -0.992
C -3.898 2.761 -1.965
C -5.428 2.388 -0.048
C -3.302 1.034 -0.141
O -3.960 0.036 0.648
C -2.569 1.941 0.866
C -1.508 2.965 0.428
C -1.949 4.409 0.277
C -2.821 5.009 1.179
C -3.195 6.341 1.046
C -2.681 7.085 0.000
Cl -3.152 8.755 -0.181
C -1.796 6.521 -0.900
C -1.437 5.188 -0.754
C -2.327 0.324 -1.084
N -1.159 -0.240 -0.400
C 0.112 -0.060 -0.698
N 0.851 -0.724 0.190
C -0.062 -1.315 1.014
N -1.296 -1.043 0.691
H -6.068 1.115 -2.261
H -5.516 -0.186 -1.199
H -4.587 0.264 -2.644
H -4.744 3.191 -2.507
H -3.224 2.346 -2.720
H -3.390 3.580 -1.461
H -6.307 2.693 -0.621
H -5.004 3.291 0.397
H -5.753 1.719 0.749
H -3.288 -0.531 1.048
H -2.081 1.239 1.546
H -3.336 2.420 1.473
H -1.004 2.662 -0.493
H -0.721 2.950 1.184
H -3.222 4.439 2.010
H -3.876 6.800 1.750
H -1.392 7.119 -1.707
H -0.738 4.746 -1.456
H -1.924 0.993 -1.840
H -2.849 -0.496 -1.570
H 0.478 0.560 -1.501
H 0.208 -1.931 1.858
F 2.760 0.768 -1.315
As 2.595 2.578 -1.121
F 1.265 2.440 -2.231
F 3.675 2.750 -2.432
F 2.366 4.250 -0.943
F 3.902 2.529 -0.010
F 1.501 2.224 0.176
C 1.704 -9.249 -0.196
C 2.268 -7.853 -0.125
C 3.224 -7.424 -1.043
C 3.768 -6.154 -0.971
C 3.336 -5.298 0.035
C 2.386 -5.697 0.967
C 1.862 -6.976 0.877
S 4.030 -3.698 0.088
O 3.446 -3.010 1.296
O 5.452 -3.810 0.095
O 3.459 -2.916 -1.056
H 1.911 -9.713 -1.159
H 0.625 -9.247 -0.041
H 2.146 -9.878 0.580
H 3.552 -8.098 -1.825
H 4.521 -5.831 -1.680
H 2.076 -5.019 1.751
H 1.122 -7.301 1.601
```

Energy above the lowest of the compared OMol25 structures with the same formula, charge and spin ... 3.4 kcal/mol
2S+1 ... 6
LUMO (spin up / spin down) ... -0.9 / -3.6 eV
Kohn-Sham gap (spin up / spin down) ... 7.482 / 5.231 eV
DFT total energy ... -7262.05772 Ha